# 1
{"formula": "C32H74Br2Cl2IN13O6PS2", "method": "ωB97M-V/def2-TZVPD", "total_charge": 1, "spin_multiplicity": 1, "molar_mass_da": 1189.755, "energy_ev": -270228.08019, "symbols": ["C", "C", "C", "C", "C", "C", "C", "C", "N", "C", "C", "C", "C", "C", "C", "C", "C", "C", "S", "S", "C", "C", "C", "P", "I", "C", "Cl", "C", "C", "Cl", "C", "Br", "C", "C", "Br", "H", "H", "H", "H", "H", "H", "H", "H", "H", "H", "H", "H", "H", "H", "H", "H", "H", "H", "H", "H", "H", "H", "H", "H", "H", "H", "H", "H", "H", "H", "H", "H", "H", "H", "H", "H", "H", "H", "H", "H", "H", "H", "H", "H", "H", "H", "H", "H", "H", "H", "C", "O", "N", "N", "H", "H", "H", "H", "C", "O", "N", "N", "H", "H", "H", "H", "C", "O", "N", "N", "H", "H", "H", "H", "C", "O", "N", "N", "H", "H", "H", "H", "C", "O", "N", "N", "H", "H", "H", "H", "C", "O", "N", "N", "H", "H", "H", "H"], "coordinates": [[9.2035, -1.1174, 2.3511], [8.5938, -1.2984, 0.8988], [7.0715, -0.9007, 0.9607], [6.5431, -0.3249, -0.4125], [4.9614, -0.3581, -0.3503], [4.3129, 0.2562, -1.6595], [3.1053, -0.6905, -2.1008], [1.7760, 0.1066, -2.3329], [0.5465, -0.7118, -2.0351], [0.3667, -1.5936, -3.2086], [-0.8958, -2.5312, -3.0962], [-0.5519, -3.8706, -2.3391], [-1.8260, -4.7711, -2.2081], [-2.7573, -4.3784, -0.9924], [-1.9741, -4.1284, 0.3463], [-2.7944, -4.5319, 1.6295], [-4.1830, -3.7475, 1.6258], [-0.5564, 0.1989, -1.8977], [-0.8472, 1.4427, -2.9752], [-1.6842, -0.0019, -0.4489], [-3.3389, -0.4100, -1.1316], [-4.3728, 0.7768, -0.9458], [-4.6044, 1.1296, 0.5832], [-6.3553, 0.6309, 1.0890], [-6.6195, -1.6875, 0.4070], [-6.4172, 0.6754, 2.9807], [-5.0636, 1.8217, 3.4782], [-6.1097, -0.7146, 3.6625], [-5.5372, -0.4943, 5.1263], [-7.6997, -1.5930, 3.8810], [-7.4962, 1.8669, 0.2656], [-8.3666, 3.0830, 1.5887], [-8.6485, 1.2756, -0.6229], [-8.1619, 0.5979, -1.9685], [-9.9170, 0.1338, 0.3967], [8.7612, -0.2119, 2.8342], [8.8761, -1.9833, 2.9633], [10.3152, -0.9947, 2.3405], [9.1175, -0.6644, 0.1506], [8.6464, -2.3835, 0.6573], [6.9051, -0.0823, 1.7121], [6.4143, -1.7458, 1.2687], [6.9062, -0.9566, -1.2631], [6.8666, 0.7405, -0.5138], [4.5849, 0.2065, 0.5329], [4.6797, -1.4281, -0.1827], [3.9231, 1.2828, -1.4725], [5.0519, 0.3468, -2.4880], [3.4155, -1.1369, -3.0779], [2.9550, -1.5285, -1.3857], [1.7808, 0.4493, -3.4035], [1.7380, 1.0326, -1.7034], [1.2507, -2.2606, -3.3572], [0.2155, -0.9868, -4.1465], [-1.1496, -2.8353, -4.1434], [-1.7956, -2.0179, -2.6839], [-0.0215, -3.6788, -1.3798], [0.1730, -4.4084, -3.0058], [-1.5270, -5.8416, -2.0870], [-2.3815, -4.6866, -3.1902], [-3.4952, -5.1991, -0.7959], [-3.3196, -3.4617, -1.3135], [-1.6218, -3.0699, 0.3620], [-1.0548, -4.7669, 0.3428], [-2.9922, -5.6309, 1.6358], [-2.2080, -4.2328, 2.5264], [-5.0365, -4.4555, 1.5249], [-4.2388, -3.1960, 2.5937], [-4.2574, -3.0223, 0.7799], [-3.7962, -1.3334, -0.7127], [-3.2563, -0.5512, -2.2387], [-5.3354, 0.3928, -1.3680], [-4.1016, 1.6655, -1.5661], [-3.8320, 0.6238, 1.2019], [-4.5769, 2.2435, 0.6849], [-7.3659, 1.0973, 3.3816], [-5.3512, -1.3276, 3.1315], [-5.7062, -1.4736, 5.6447], [-4.4372, -0.3386, 5.1314], [-6.1033, 0.2675, 5.7008], [-6.8765, 2.5439, -0.3737], [-9.2612, 2.1519, -0.9469], [-8.1634, -0.5092, -1.9334], [-7.2038, 1.0468, -2.3155], [-8.9241, 0.8809, -2.7394], [-3.7568, -5.8555, -5.7283], [-2.9963, -4.9137, -5.5553], [-3.7123, -6.6350, -6.8419], [-4.7115, -6.2023, -4.8199], [-4.3248, -7.4113, -7.0048], [-3.0202, -6.4077, -7.5326], [-4.7721, -5.6487, -3.9854], [-5.3444, -6.9699, -4.9411], [3.7144, 3.2143, 1.2770], [4.2987, 2.5660, 0.4186], [3.7725, 2.8925, 2.5970], [2.9595, 4.3097, 0.9813], [3.3048, 3.4074, 3.3202], [4.3204, 2.0902, 2.8491], [2.8958, 4.5768, 0.0153], [2.4742, 4.8544, 1.6682], [-0.2270, 5.8838, -1.2683], [0.4857, 6.8465, -1.0364], [-0.1497, 5.1732, -2.4260], [-1.1643, 5.4365, -0.3825], [-0.7275, 4.3795, -2.6313], [0.5296, 5.4705, -3.1036], [-1.2504, 5.9359, 0.4838], [-1.7583, 4.6472, -0.5510], [10.0996, -0.1979, 6.0679], [9.3431, -0.7839, 5.3091], [9.7681, 0.0869, 7.3590], [11.3384, 0.2198, 5.6861], [10.3733, 0.5659, 7.9981], [8.8620, -0.2075, 7.6743], [11.6154, 0.0259, 4.7408], [11.9761, 0.7016, 6.2905], [-2.4664, 4.3837, -6.1124], [-1.8884, 3.7761, -6.9962], [-2.3720, 4.0269, -4.7976], [-3.2533, 5.4672, -6.3603], [-2.8375, 4.5104, -4.0533], [-1.7970, 3.2317, -4.5806], [-3.3442, 5.7572, -7.3171], [-3.7363, 5.9815, -5.6488], [5.1419, 3.7288, 5.9504], [4.1270, 3.0621, 6.1031], [5.1687, 5.0778, 6.1363], [6.3306, 3.1795, 5.5805], [5.9886, 5.6414, 6.0157], [4.3106, 5.5195, 6.4106], [6.3516, 2.1861, 5.4340], [7.1725, 3.7072, 5.4493]]}

***

# 2
{"formula": "C3H6OS4", "method": "ωB97M-V/def2-TZVPD", "smiles": "O=S1(=S)SCCCS1", "spin_multiplicity": 1, "molar_mass_da": 186.348, "energy_ev": -48592.79503, "de_lowest_ev": 3.081, "symbols": ["C", "C", "C", "O", "S", "S", "S", "S", "H", "H", "H", "H", "H", "H"], "coordinates": [[-0.2450, 0.0459, 0.4529], [0.4470, 1.2755, -0.0638], [0.3815, -1.3064, 0.0800], [2.2434, -0.1305, -1.9315], [4.8127, -0.0175, -0.1399], [2.0228, 1.6182, 0.7945], [2.0339, -1.5785, 0.6990], [2.9448, 0.0050, -0.2303], [-0.1842, 0.0088, 1.5245], [-1.2013, 0.1798, -0.0511], [0.7736, 1.0963, -1.1652], [0.0770, 2.2092, 0.0394], [-0.2143, -2.0893, 0.6163], [0.3418, -1.1209, -1.0390]]}

***

# 3
{"formula": "C34H110O34", "method": "ωB97M-V/def2-TZVPD", "spin_multiplicity": 1, "molar_mass_da": 1063.220, "energy_ev": -106650.75085, "symbols": ["C", "O", "H", "H", "H", "H", "C", "O", "H", "H", "H", "H", "C", "O", "H", "H", "H", "H", "C", "O", "H", "H", "H", "H", "C", "O", "H", "H", "H", "H", "C", "O", "H", "H", "H", "H", "C", "O", "H", "H", "H", "H", "C", "O", "H", "H", "H", "H", "C", "C", "O", "O", "H", "H", "H", "H", "H", "H", "C", "C", "O", "O", "H", "H", "H", "H", "H", "H", "C", "C", "O", "O", "H", "H", "H", "H", "H", "H", "C", "C", "O", "O", "H", "H", "H", "H", "H", "H", "C", "C", "O", "O", "H", "H", "H", "H", "H", "H", "C", "C", "O", "O", "H", "H", "H", "H", "H", "H", "C", "C", "O", "O", "H", "H", "H", "H", "H", "H", "C", "C", "O", "O", "H", "H", "H", "H", "H", "H", "C", "C", "O", "O", "H", "H", "H", "H", "H", "H", "C", "C", "O", "O", "H", "H", "H", "H", "H", "H", "C", "C", "O", "O", "H", "H", "H", "H", "H", "H", "C", "C", "O", "O", "H", "H", "H", "H", "H", "H", "C", "C", "O", "O", "H", "H", "H", "H", "H", "H"], "coordinates": [[-4.1480, -2.1210, -0.8819], [-3.3488, -2.7925, -1.8440], [-4.6407, -2.8166, -0.1885], [-3.5197, -1.3969, -0.3573], [-4.9026, -1.5350, -1.3761], [-2.5259, -3.0735, -1.4448], [2.9721, -4.9687, 4.4073], [3.2912, -3.8457, 3.6296], [3.8339, -5.6163, 4.3669], [2.7981, -4.7103, 5.4602], [2.0904, -5.5046, 4.0190], [2.6375, -3.1522, 3.7825], [-0.9014, -2.8994, 5.9424], [-1.5846, -4.0715, 5.4350], [-0.0242, -3.1372, 6.5461], [-0.5622, -2.3001, 5.0769], [-1.5132, -2.2872, 6.6022], [-2.0003, -4.5046, 6.1826], [3.2969, -0.2900, -1.2214], [4.1614, -0.3502, -2.3464], [2.4435, 0.3627, -1.4262], [2.8758, -1.2617, -0.9556], [3.8643, 0.1281, -0.3825], [4.3820, 0.5397, -2.6471], [-0.4865, -4.7114, -1.4801], [-0.5817, -3.3378, -1.5712], [0.1450, -5.0265, -0.6198], [-1.4503, -5.2217, -1.3048], [0.0119, -5.0960, -2.3655], [-0.0784, -3.0234, -2.3613], [1.9882, -3.6715, 1.0104], [2.9319, -4.6851, 1.2692], [1.0838, -3.7707, 1.6215], [2.3803, -2.6826, 1.2568], [1.6464, -3.7011, -0.0239], [3.3232, -4.4294, 2.1347], [-5.6251, 2.5359, -1.9691], [-5.0943, 1.2209, -1.8952], [-6.7151, 2.4709, -2.0239], [-5.3441, 3.1154, -1.0707], [-5.2716, 3.0404, -2.8674], [-4.4365, 1.2007, -1.1875], [4.8476, -0.3189, 2.3362], [5.9709, 0.0621, 1.5565], [5.0625, -0.9846, 3.1539], [4.3277, 0.6010, 2.6638], [4.2003, -0.9282, 1.6916], [6.6372, 0.4037, 2.1553], [3.9081, -5.2319, -2.6109], [4.7587, -3.9395, -2.5756], [4.0923, -2.9660, -3.3086], [2.7726, -5.1746, -1.7781], [4.5500, -6.0846, -2.3377], [3.4597, -5.3825, -3.5906], [5.7002, -4.2159, -3.0220], [4.9004, -3.6600, -1.5382], [4.4026, -2.0147, -3.1172], [3.0298, -5.1213, -0.8294], [1.5290, -1.8619, -5.4878], [1.2887, -1.2922, -4.1063], [1.3427, -2.3311, -3.1046], [2.8366, -2.2675, -5.6782], [1.3251, -1.1039, -6.2545], [0.8811, -2.7104, -5.6997], [0.2940, -0.8763, -3.9492], [2.0748, -0.5116, -3.9699], [2.2576, -2.6275, -2.9114], [3.1449, -2.8504, -4.9879], [-0.2587, 2.7262, -6.6807], [-1.3483, 2.1780, -7.5277], [-2.4726, 1.7749, -6.7581], [0.2556, 1.7023, -5.8286], [-0.6175, 3.5637, -6.0567], [0.5500, 3.0790, -7.3067], [-0.9573, 1.4162, -8.1936], [-1.6906, 2.9979, -8.1850], [-2.1925, 0.9631, -6.3107], [1.1954, 1.9195, -5.6087], [-2.6593, -5.5218, 2.4756], [-2.1737, -4.1076, 2.2013], [-2.7563, -3.1859, 3.1319], [-4.0234, -5.6682, 2.3675], [-2.3007, -5.8274, 3.4966], [-2.2643, -6.1933, 1.7474], [-2.5036, -3.8449, 1.1977], [-1.0922, -4.0120, 2.1916], [-2.4653, -3.4794, 4.0065], [-4.4664, -5.0411, 2.9621], [-4.1093, 0.2278, 3.8626], [-5.3625, -0.5865, 4.0125], [-5.0836, -1.8594, 4.3325], [-3.2447, -0.3498, 2.9033], [-3.7243, 0.3105, 4.9270], [-4.3302, 1.2747, 3.5854], [-5.9636, -0.4957, 3.0936], [-5.8969, -0.0877, 4.8341], [-4.5835, -2.2920, 3.6368], [-3.0860, -1.3013, 2.9474], [-3.8072, 3.4915, 1.4089], [-2.9537, 2.2673, 0.9853], [-3.6252, 1.1072, 0.6068], [-4.0408, 3.3726, 2.8023], [-4.7928, 3.4480, 0.9224], [-3.3412, 4.4336, 1.0779], [-2.2186, 1.9988, 1.7693], [-2.3389, 2.5840, 0.1465], [-3.5420, 0.4378, 1.3154], [-4.8633, 3.7617, 3.0426], [2.7194, 3.3629, 1.9467], [2.7260, 3.3878, 0.4188], [1.4527, 3.3557, -0.1064], [2.3595, 2.0578, 2.3384], [2.0342, 4.1415, 2.3260], [3.7241, 3.6914, 2.2907], [3.2828, 2.4996, 0.0621], [3.2865, 4.2856, 0.1077], [1.0812, 2.4707, -0.1997], [2.1324, 1.9347, 3.2982], [-2.3675, 1.4012, -3.2947], [-2.6424, -0.0609, -3.5397], [-2.2902, -0.4302, -4.8464], [-0.9621, 1.7242, -3.3738], [-2.6713, 1.5543, -2.2661], [-2.8907, 2.0614, -4.0097], [-3.7152, -0.1916, -3.3116], [-2.1127, -0.6597, -2.7906], [-2.8588, -1.1365, -5.1582], [-0.6532, 1.7028, -4.2913], [-0.6648, 4.2345, 3.1573], [-1.3723, 3.6284, 4.3688], [-0.4420, 3.4845, 5.4237], [-0.0778, 5.4729, 3.4325], [-1.3898, 4.1391, 2.3709], [0.1121, 3.5254, 2.8126], [-1.8349, 2.6549, 4.1998], [-2.2274, 4.2936, 4.6059], [-0.1036, 4.3617, 5.6278], [-0.2909, 6.1702, 2.7950], [2.7332, 2.5575, -3.5926], [3.8541, 3.4196, -3.1694], [5.0385, 2.6649, -3.1562], [2.8591, 2.3034, -5.0189], [1.7861, 3.0902, -3.4174], [2.6140, 1.6423, -2.9920], [3.6052, 3.8606, -2.1974], [3.9128, 4.2746, -3.8614], [5.8039, 3.2595, -3.0874], [3.4414, 1.5245, -5.0587], [-1.1067, 4.9831, -1.2768], [-0.4640, 5.5149, -2.5154], [-0.3051, 6.9224, -2.5323], [-0.4239, 5.5539, -0.1072], [-1.1307, 3.8750, -1.3032], [-2.1506, 5.3055, -1.0487], [-1.1315, 5.3105, -3.3584], [0.4775, 4.9877, -2.6929], [-0.1456, 7.2740, -1.6429], [0.3536, 4.9860, -0.0155], [1.0906, 0.3908, 5.6474], [2.0055, -0.7400, 5.1560], [1.5180, -1.5360, 4.0320], [1.3535, 1.5170, 4.8561], [1.3856, 0.5875, 6.6770], [0.0496, 0.0528, 5.6546], [2.1074, -1.4491, 5.9900], [2.9839, -0.3391, 4.9009], [1.5142, -1.0453, 3.1967], [0.7546, 2.2465, 5.0721], [-0.2163, -0.0471, -0.5972], [-0.0925, -0.1476, 0.9390], [1.2436, -0.2153, 1.3820], [0.2090, 1.2364, -0.9951], [-1.2930, -0.1691, -0.8009], [0.3046, -0.8811, -1.0698], [-0.5554, -1.1124, 1.2041], [-0.5981, 0.6689, 1.4716], [1.5873, 0.6668, 1.6189], [-0.1642, 1.4703, -1.8499]]}

***

# 4
{"formula": "C4H13N2O3", "method": "ωB97M-V/def2-TZVPD", "total_charge": 1, "spin_multiplicity": 1, "molar_mass_da": 137.159, "energy_ev": -13475.03294, "de_lowest_ev": 1.390, "symbols": ["N", "C", "C", "C", "O", "C", "N", "O", "H", "H", "H", "H", "H", "H", "H", "H", "H", "H", "H", "H", "H", "O"], "coordinates": [[-0.0057, 0.2872, -1.8198], [-0.2517, 0.2765, -0.3121], [1.0360, 0.2836, 0.5195], [1.7666, -1.0354, 0.3990], [2.0254, -1.4556, 1.7412], [-1.1285, 1.5068, -0.1209], [-0.8646, 2.4130, 0.8436], [-1.8901, 1.7905, -1.0380], [0.5984, -0.4711, -2.1281], [0.4577, 1.1584, -2.0829], [-0.9199, 0.2149, -2.2699], [-0.7276, -0.7237, -0.1005], [0.7400, 0.2918, 1.5781], [1.6441, 1.1827, 0.3995], [2.6974, -0.8590, -0.1684], [1.3253, -1.8704, -0.1629], [2.4465, -2.3126, 1.6887], [-0.4056, 2.1243, 1.6940], [-1.4991, 3.1890, 0.9563], [-2.8902, -1.9917, -0.4104], [-1.9879, -2.3626, 0.6882], [-2.1665, -1.6367, 0.1058]]}